[1]
15
Properties=species:S:1:pos:R:3 method="wB97M-V/def2-TZVPD" charge=-1 lumo_energy_ev=3.3 mol_weight_g_mol=109.17 relative_energy_kcal_mol=11.6
C 0.93276 0.13352 1.36579
O 0.01857 -0.80222 1.67758
C 0.50282 1.09976 0.15396
C 0.26021 0.43161 -1.18046
S -0.67526 1.43549 -2.40760
H 1.93932 -0.23429 0.97072
H 1.13112 0.85890 2.17526
H -0.41247 1.51103 0.57441
H 1.19543 1.93758 0.10857
H -0.19077 -0.54075 -1.01535
H 1.24182 0.17701 -1.60997
H -1.68259 0.56166 -2.60988
H -1.82353 -2.83779 0.80641
H -0.89200 -1.57532 0.78097
O -1.54542 -2.15618 0.20959

[2]
23
Properties=species:S:1:pos:R:3 method="wB97M-V/def2-TZVPD" charge=0 s_squared=2.015 lumo_energy_ev="0.2 / -2.5" mol_weight_g_mol=208.15 relative_energy_kcal_mol=0.0 multiplicity=3
C 3.36844 0.63306 0.61649
C 2.50809 -0.26722 1.07530
C 2.91851 1.54619 -0.33745
C 1.25547 -0.34174 0.67539
C 1.58203 1.56786 -0.71994
C 0.76542 0.61939 -0.15860
C -3.00070 -0.82314 0.86138
C -2.31660 0.54588 0.83718
C -2.19161 -1.74439 -0.03204
C -1.53421 -0.96659 -1.22949
O -3.88808 -1.04978 1.63040
O -2.54552 1.52626 1.46093
O -1.23413 1.69472 -1.73586
P -0.93399 0.69361 -0.73202
H 4.41408 0.56177 0.90488
H 2.92576 -0.95645 1.74714
H 3.65191 2.18482 -0.81073
H 0.60338 -0.98089 1.05768
H 1.04917 2.17771 -1.42680
H -1.50486 -2.15242 0.64504
H -2.91332 -2.39534 -0.58539
H -0.72464 -1.51628 -1.76004
H -2.25461 -0.55707 -1.98345

[3]
12
Properties=species:S:1:pos:R:3 method="wB97M-V/def2-TZVPD" charge=0 lumo_energy_ev=0.5 mol_weight_g_mol=120.05 relative_energy_kcal_mol=27.9
C -0.27370 0.24509 0.02520
C -0.08426 -1.52136 -0.00200
N -0.80664 0.92472 0.94973
N -1.03955 -2.11852 0.67111
O 0.68748 -1.90236 -0.83515
O 1.28970 2.49458 -0.48085
P 0.92782 1.01638 -1.26069
H -0.66212 1.87410 0.63228
H -1.76581 -1.66051 1.25524
H -1.17374 -3.08873 0.53757
H 0.76446 3.24571 -0.85447
H 2.13635 0.49091 -0.63796

[4]
41
Properties=species:S:1:pos:R:3 method="wB97M-V/def2-TZVPD" charge=-3 lumo_energy_ev=6.6 mol_weight_g_mol=810.74 relative_energy_kcal_mol=70.6
Zn 0.08676 -0.00146 -0.09544
C 3.22286 3.18103 0.64057
F 4.01539 2.08217 0.46407
F 2.75563 3.08029 1.90829
F 3.93632 4.27633 0.30203
S 1.65908 3.05982 -0.49062
O 0.99423 1.75547 -0.19152
O 0.84044 4.18331 0.02669
O 2.21377 3.26245 -1.82840
C -1.62777 1.90434 -3.31423
F -2.40289 1.37315 -4.27024
F -0.47292 1.23374 -3.32847
F -1.40810 3.15298 -3.64139
S -2.33044 1.91692 -1.56412
O -3.68267 1.41956 -1.74002
O -1.40174 1.07561 -0.76411
O -2.26163 3.28793 -1.10294
C -3.45813 -2.24793 0.38400
F -4.53720 -2.92356 0.03015
F -3.66295 -0.98057 0.90153
F -3.09034 -2.94160 1.39277
S -2.15610 -2.29405 -0.94823
O -2.81057 -1.77299 -2.20718
O -0.99915 -1.48623 -0.57262
O -1.78137 -3.70555 -1.00176
C 2.50572 -3.35729 -1.46586
F 3.48322 -4.09700 -0.90192
F 2.61182 -3.18135 -2.80127
F 1.35691 -3.98052 -1.16523
S 2.54786 -1.54062 -0.58383
O 2.00628 -1.57505 0.74739
O 3.92356 -1.07430 -0.75010
O 1.60248 -0.66180 -1.32200
C 0.26964 0.05989 4.35623
F 1.49760 0.35909 3.96355
F 0.38235 -0.91743 5.28317
F -0.25734 1.16570 4.88273
S -0.72983 -0.68479 2.89484
O -0.34108 -2.09336 2.85123
O -2.13567 -0.47072 3.26279
O -0.36402 0.15856 1.75952

[5]
48
Properties=species:S:1:pos:R:3 method="wB97M-V/def2-TZVPD" charge=0 lumo_energy_ev=-1.2 mol_weight_g_mol=655.62
Cd 11.54889 11.89349 5.35054
Cl 7.94262 18.18700 4.93892
C 9.15052 17.03911 5.21866
C 8.83650 15.70580 5.00757
C 9.81421 14.68942 5.05818
N 9.58733 13.35722 5.04740
C 8.38729 12.85943 4.68494
O 7.40027 13.37246 4.17300
C 8.22547 11.41060 4.81629
C 6.90653 10.88982 4.70184
C 6.68108 9.52354 4.81033
C 7.77508 8.72951 4.70870
C 9.02665 9.27747 4.65416
N 9.26667 10.58172 4.86159
C 11.15963 15.06058 5.36879
C 11.41570 16.35261 5.81165
C 10.47040 17.32947 5.55328
Cl 11.01083 18.97303 5.64950
N 12.14530 14.11281 5.27771
C 13.42241 14.54006 5.06782
O 13.86978 15.68254 4.87903
C 14.42105 13.41830 5.09312
C 15.72916 13.84663 4.94456
C 16.76476 12.87867 5.11286
C 16.37844 11.54256 5.30307
C 15.05376 11.28092 5.56547
N 14.09582 12.20333 5.47786
H 7.78706 15.44839 4.75113
H 6.12002 11.64124 4.45103
H 5.67576 9.13807 5.13368
H 7.66855 7.64151 4.76867
H 9.83061 8.51488 4.57371
H 12.38519 16.55897 6.20616
H 15.83380 14.80023 4.52504
H 17.81673 13.19968 5.15272
H 17.12022 10.80264 5.18517
H 14.74954 10.30435 5.85929
Br 12.43543 11.14611 2.70914
C 12.68982 9.53316 3.87816
C 13.49351 8.38723 3.47457
C 13.45591 7.33176 4.37605
C 12.99157 7.50498 5.70899
C 12.44708 8.73705 6.07775
N 12.20854 9.65813 5.07936
H 13.85239 8.32382 2.48554
H 13.98248 6.38846 4.13449
H 12.98746 6.71766 6.42103
H 12.06682 9.03403 7.07501

[6]
125
Properties=species:S:1:pos:R:3 method="wB97M-V/def2-TZVPD" charge=0 lumo_energy_ev=0.3 mol_weight_g_mol=736.00
C -1.44314 -2.53156 2.81111
C -2.47734 -1.42959 3.06086
C -3.59641 -1.40928 2.00905
C -4.38638 -0.08638 1.99941
N -4.21539 0.82592 0.87913
O -2.86178 0.84629 0.42024
P -2.51860 0.42417 -1.08298
O -2.59609 1.50858 -2.05804
O -3.48118 -0.79820 -1.44490
O -1.11334 -0.31630 -0.91642
C -0.12654 0.00000 0.07878
C 0.74639 1.19620 -0.31852
C 1.26910 1.97135 0.89515
S 0.09010 3.05592 1.66565
O 0.82462 4.04503 2.40557
O -0.90135 3.44173 0.71410
O -0.63978 2.11349 2.72060
H -1.81694 -3.50332 3.13946
H -0.51044 -2.33563 3.34512
H -1.20308 -2.61102 1.74793
H -1.99773 -0.44728 3.08516
H -2.93189 -1.60323 4.04128
H -3.15248 -1.62169 1.03498
H -4.28351 -2.23549 2.21673
H -5.45566 -0.28397 2.10233
H -4.09987 0.46520 2.90293
H -4.83992 0.67575 0.09879
H -3.11671 -1.64989 -1.18461
H 0.48465 -0.90239 0.14097
H -0.57914 0.14089 1.05913
H 0.23027 1.84263 -1.02877
H 1.63393 0.81321 -0.83200
H 1.61321 1.27226 1.66304
H 2.10517 2.61891 0.63303
H -0.04270 1.99258 3.47768
C 1.77823 -0.73974 -5.71037
C 1.66484 -0.01605 -4.38129
O 2.55305 -0.50703 -3.38643
C 3.93101 -0.35880 -3.67710
C 4.35228 1.09044 -3.83913
H 1.71552 -1.81796 -5.54841
H 0.96402 -0.43495 -6.36841
H 2.71480 -0.52827 -6.22819
H 0.66816 -0.17044 -3.96543
H 1.79262 1.06358 -4.51617
H 4.20443 -0.93888 -4.56644
H 4.45037 -0.81359 -2.83134
H 3.91729 1.53012 -4.73747
H 5.43769 1.17260 -3.91069
H 4.01072 1.68075 -2.98718
C -1.12606 3.25556 6.05068
C -1.08229 1.80107 6.48409
O 0.23673 1.27707 6.58008
C 1.07576 1.90573 7.53396
C 0.57093 1.79315 8.96251
H -0.51291 3.38994 5.15815
H -2.15089 3.54475 5.81735
H -0.75316 3.93734 6.81628
H -1.57710 1.17648 5.74115
H -1.63067 1.65885 7.42150
H 1.23977 2.95662 7.27029
H 2.03652 1.39916 7.43905
H -0.33059 2.38478 9.12740
H 1.33300 2.15398 9.65389
H 0.34430 0.75354 9.20397
C -6.03022 -1.08755 6.73934
C -5.15690 0.15519 6.70978
O -5.14886 0.82032 5.45898
C -6.39423 1.33273 5.01849
C -6.98573 2.39154 5.93326
H -5.78420 -1.74355 5.90282
H -5.86719 -1.63318 7.66911
H -7.09239 -0.84613 6.68051
H -4.11521 -0.11804 6.88623
H -5.44713 0.84446 7.51178
H -7.11263 0.51955 4.86076
H -6.18538 1.76705 4.04002
H -7.31766 1.97473 6.88532
H -7.85034 2.85302 5.45593
H -6.24661 3.16667 6.14175
C -0.85333 -3.68210 -4.03099
C -0.12051 -4.94814 -4.44118
O -0.97129 -5.98929 -4.88571
C -1.74353 -5.69512 -6.03634
C -0.91630 -5.39216 -7.27465
H -1.65200 -3.91556 -3.32505
H -0.15762 -2.98665 -3.55830
H -1.29896 -3.17083 -4.88565
H 0.40852 -5.36611 -3.58442
H 0.63586 -4.71689 -5.20063
H -2.43906 -4.87228 -5.83463
H -2.34640 -6.58795 -6.20215
H -0.38693 -4.44162 -7.19365
H -1.56584 -5.33335 -8.14852
H -0.17889 -6.17879 -7.43981
C 4.77986 -3.85206 -1.57530
C 4.62579 -3.11752 -0.25439
O 5.49315 -3.57169 0.76853
C 6.87668 -3.42979 0.50043
C 7.32331 -1.99052 0.30311
H 4.72857 -4.93117 -1.42514
H 3.98126 -3.55261 -2.25564
H 5.72992 -3.62525 -2.06215
H 3.62162 -3.27353 0.14087
H 4.74348 -2.03768 -0.40787
H 7.16673 -4.03857 -0.36371
H 7.37405 -3.85632 1.37145
H 6.93886 -1.56352 -0.62452
H 8.41184 -1.94284 0.26059
H 6.97901 -1.36956 1.13126
C 0.28226 4.43709 -6.49743
C 1.12042 4.12343 -5.27046
O 2.37235 3.52364 -5.56719
C 3.26169 4.30559 -6.34371
C 3.67775 5.60720 -5.67941
H 0.19688 3.55546 -7.13424
H -0.71797 4.74360 -6.19110
H 0.70853 5.24640 -7.09219
H 0.60283 3.39572 -4.64494
H 1.26049 5.02383 -4.66242
H 2.83778 4.50199 -7.33517
H 4.13590 3.67015 -6.49146
H 2.85359 6.31887 -5.61751
H 4.47698 6.07734 -6.25331
H 4.03894 5.41769 -4.66769

[7]
15
Properties=species:S:1:pos:R:3 method="wB97M-V/def2-TZVPD" charge=-2 lumo_energy_ev=5.7 mol_weight_g_mol=187.18 relative_energy_kcal_mol=37.3
C 0.73128 -0.81825 1.65581
C 1.09096 0.71344 -1.56440
N -0.46535 1.30272 0.42302
O -2.37867 -1.12409 0.95240
O -0.97228 -1.47434 -1.03028
O -2.89236 0.29398 -1.21017
P -2.00086 -0.61476 -0.36054
S 0.29494 1.03002 1.86697
S 0.39165 2.18128 -0.74750
H -0.14208 -0.97713 1.09292
H 0.76047 -1.14382 2.74523
H 1.75405 -0.72855 1.38298
H 0.45018 -0.17427 -1.46095
H 2.12390 0.56861 -1.03250
H 1.25418 0.96516 -2.71297